Entry 1:
{
  "formula": "C50H58IrN2O4Te2",
  "method": "ωB97M-V/def2-TZVPD",
  "elements": ["Ir", "O", "C", "C", "C", "C", "C", "C", "C", "O", "O", "H", "H", "H", "H", "H", "C", "C", "C", "C", "C", "C", "C", "C", "N", "C", "C", "C", "C", "C", "C", "C", "C", "C", "C", "H", "H", "H", "H", "H", "H", "H", "H", "H", "H", "H", "H", "H", "H", "H", "H", "H", "H", "H", "H", "H", "H", "H", "H", "C", "C", "C", "C", "C", "C", "Te", "N", "C", "O", "C", "C", "C", "C", "C", "C", "C", "C", "C", "C", "C", "C", "C", "C", "C", "C", "H", "H", "H", "H", "H", "H", "H", "H", "H", "H", "H", "H", "H", "H", "H", "H", "H", "H", "H", "H", "H", "H", "H", "C", "Te", "C", "H", "H", "H", "H", "H", "H"],
  "coordinates": [[0.01853, 0.57398, -0.37888], [1.34492, -1.69640, 4.37799], [0.89050, -0.52482, 4.85526], [1.06383, -0.23732, 6.20845], [0.61920, 0.96097, 6.72850], [0.00559, 1.91209, 5.91498], [-0.16008, 1.64432, 4.57352], [0.26733, 0.42838, 4.03146], [0.09840, 0.17585, 2.58525], [0.20467, -1.00142, 2.13277], [-0.10953, 1.18343, 1.82593], [1.10713, -1.73347, 3.43043], [1.55180, -0.97218, 6.83488], [0.75433, 1.16262, 7.78297], [-0.33216, 2.85141, 6.33025], [-0.62453, 2.36088, 3.90994], [5.91313, -2.75461, -1.59927], [4.53130, -2.42971, -1.09749], [3.77342, -3.38537, -0.41914], [2.50203, -3.07583, 0.07522], [1.66475, -4.11330, 0.76746], [2.02847, -1.79681, -0.08884], [2.75357, -0.78443, -0.78118], [4.01687, -1.16426, -1.30581], [2.15030, 0.41943, -0.88648], [2.76418, 1.72797, -1.15254], [2.66918, 2.50651, 0.18332], [3.12188, 3.95371, 0.00004], [2.23419, 4.63633, -1.04176], [2.37268, 3.91008, -2.38264], [3.82893, 3.91591, -2.84885], [4.68698, 3.22263, -1.79158], [4.57782, 3.97269, -0.46442], [4.22602, 1.76730, -1.62171], [1.92148, 2.45779, -2.22754], [6.17576, -3.79010, -1.39424], [6.64845, -2.11256, -1.11265], [5.98463, -2.57777, -2.67309], [4.17854, -4.37881, -0.26926], [2.27866, -4.91725, 1.16968], [0.95856, -4.54992, 0.05723], [1.08230, -3.67358, 1.57660], [1.09040, -1.52116, 0.37865], [4.59775, -0.48770, -1.90668], [3.28832, 1.99873, 0.92813], [1.63398, 2.48501, 0.54401], [3.02967, 4.46894, 0.95960], [2.52298, 5.68417, -1.15187], [1.19055, 4.60926, -0.70809], [1.74484, 4.40166, -3.13128], [4.17773, 4.93925, -3.00581], [3.90676, 3.38572, -3.80247], [5.72957, 3.21680, -2.11889], [4.91968, 5.00293, -0.58752], [5.21100, 3.49319, 0.28699], [4.87371, 1.27615, -0.89256], [4.32221, 1.26745, -2.58901], [2.02073, 1.92165, -3.17721], [0.86567, 2.42778, -1.94261], [-6.28182, -5.92361, 4.07938], [-5.33785, -5.02443, 3.33334], [-4.47746, -4.16739, 4.00258], [-3.60436, -3.33578, 3.31415], [-2.67152, -2.44469, 4.10182], [-3.59418, -3.36033, 1.90737], [-2.65340, -1.61111, 1.05596], [-1.48876, -0.83228, -0.70175], [-1.11236, -2.04747, -0.97318], [-1.55245, -2.95741, -0.12953], [-0.39986, -2.48332, -2.18954], [0.24217, -1.55051, -3.00862], [0.83011, -1.94120, -4.19412], [0.77272, -3.27401, -4.58524], [0.13569, -4.20600, -3.78220], [-0.44306, -3.81843, -2.58371], [-4.38655, -1.34989, -0.15771], [-4.32019, -1.48848, -1.53935], [-5.47165, -1.41819, -2.30424], [-6.69279, -1.19516, -1.68800], [-6.75057, -1.00573, -0.31657], [-5.60656, -1.07666, 0.47328], [-5.70292, -0.85984, 1.95973], [-4.40839, -4.27242, 1.21484], [-4.35945, -4.49261, -0.27455], [-5.27520, -5.07380, 1.94691], [-6.21787, -5.75451, 5.15220], [-6.04156, -6.96776, 3.87531], [-7.30833, -5.75469, 3.75272], [-4.48915, -4.13822, 5.08621], [-2.43267, -2.90104, 5.06093], [-3.12769, -1.46973, 4.29884], [-1.73436, -2.29090, 3.57141], [0.27270, -0.51281, -2.69256], [1.32915, -1.21131, -4.81763], [1.22956, -3.58342, -5.51580], [0.08455, -5.24208, -4.08832], [-0.94501, -4.54369, -1.95646], [-3.37040, -1.65907, -2.02604], [-5.41446, -1.55494, -3.37596], [-7.60024, -1.15497, -2.27580], [-7.70337, -0.80549, 0.15829], [-6.58077, -0.26518, 2.20633], [-4.81673, -0.34037, 2.33515], [-5.78196, -1.81265, 2.48755], [-3.47693, -4.04309, -0.71242], [-5.24968, -4.08991, -0.76022], [-4.32924, -5.56398, -0.47728], [-5.91446, -5.77036, 1.41455], [-1.71003, 4.27396, -1.68693], [-1.67999, 2.84585, -0.07597], [-3.53177, 2.01658, -0.75163], [-1.29527, 3.85426, -2.60024], [-1.13017, 5.14371, -1.38953], [-2.74342, 4.56626, -1.85390], [-4.33643, 2.71254, -0.52743], [-3.69731, 1.08335, -0.22774], [-3.48550, 1.83270, -1.82161]],
  "atomic_forces_ev_per_a": [[-0.1, 0.6, 0.6], [0.1, -0.1, 0.2], [-0.2, 0.2, -0.1], [0.0, -0.1, 0.1], [0.0, 0.0, -0.1], [-0.1, 0.1, 0.0], [0.1, -0.1, 0.1], [0.0, 0.1, 0.0], [0.3, -0.3, -0.2], [-0.2, 0.4, 0.3], [0.0, -0.6, -0.4], [-0.2, 0.0, -0.1], [0.0, 0.0, 0.0], [0.0, 0.0, 0.0], [0.0, 0.0, 0.0], [0.0, 0.0, 0.0], [-0.1, 0.1, 0.0], [0.0, 0.0, 0.0], [-0.1, 0.2, 0.0], [0.1, -0.1, 0.1], [0.0, 0.0, 0.0], [-0.1, 0.1, -0.2], [0.0, -0.2, 0.0], [0.2, 0.0, -0.1], [-0.6, 0.1, 0.1], [0.1, 0.3, -0.2], [-0.1, -0.1, -0.2], [0.0, 0.1, 0.1], [0.1, -0.1, 0.0], [0.0, 0.0, -0.1], [0.0, 0.0, 0.1], [0.1, 0.1, 0.0], [-0.1, -0.1, 0.0], [0.0, 0.1, 0.1], [0.0, -0.1, 0.1], [0.0, 0.0, 0.0], [0.0, 0.0, 0.0], [0.0, -0.1, 0.0], [0.0, 0.0, 0.0], [0.0, 0.0, 0.0], [0.0, 0.0, 0.0], [0.0, 0.0, 0.0], [0.1, -0.1, 0.0], [0.0, 0.0, 0.1], [-0.1, 0.0, 0.0], [0.0, 0.0, 0.1], [0.0, 0.0, 0.0], [0.0, 0.0, 0.0], [0.0, 0.1, 0.0], [0.0, 0.0, 0.0], [0.0, 0.0, 0.0], [0.0, 0.1, 0.0], [0.0, -0.1, 0.0], [0.0, 0.0, 0.0], [0.0, 0.1, 0.0], [0.0, 0.0, 0.0], [0.0, 0.0, 0.0], [0.0, 0.0, 0.0], [0.0, 0.0, 0.0], [0.1, 0.0, -0.1], [0.0, 0.0, 0.1], [-0.1, 0.0, 0.0], [0.3, 0.1, -0.2], [-0.2, 0.0, 0.0], [0.0, 0.0, 0.3], [-0.5, -0.4, -0.5], [0.5, -0.3, 0.2], [-0.2, 0.4, 0.0], [-0.2, -0.2, -0.1], [0.2, 0.0, -0.2], [-0.2, 0.0, 0.2], [0.0, 0.0, 0.0], [0.0, 0.0, 0.0], [0.0, -0.1, 0.0], [0.0, 0.0, 0.2], [-0.1, 0.2, 0.0], [0.2, 0.0, 0.1], [0.0, -0.1, 0.0], [0.0, 0.0, 0.0], [0.0, 0.0, 0.0], [0.2, 0.0, 0.1], [0.0, -0.1, -0.1], [0.1, 0.0, 0.0], [-0.1, 0.0, 0.1], [0.1, 0.1, 0.0], [-0.1, 0.0, 0.0], [0.0, 0.0, 0.1], [0.0, 0.0, 0.1], [0.0, 0.0, 0.0], [0.0, 0.0, 0.0], [0.1, 0.0, 0.0], [0.2, 0.1, 0.1], [0.0, 0.0, -0.1], [0.0, 0.0, 0.0], [0.0, 0.0, 0.0], [0.0, 0.0, 0.0], [0.0, 0.0, 0.0], [0.0, 0.0, 0.0], [0.0, 0.0, 0.0], [0.0, 0.0, 0.0], [0.0, 0.0, 0.0], [0.0, 0.0, 0.0], [-0.1, 0.1, 0.1], [0.0, 0.0, 0.0], [0.0, 0.0, -0.1], [0.0, 0.0, 0.0], [0.0, 0.0, 0.0], [0.0, 0.0, 0.0], [0.2, -0.1, 0.1], [-0.2, 0.2, -0.6], [0.1, 0.1, 0.1], [0.0, -0.1, 0.0], [0.0, 0.0, 0.0], [0.0, 0.0, 0.1], [0.1, 0.1, 0.1], [-0.1, -0.1, 0.0], [0.1, -0.1, 0.0]],
  "e_above_lowest_kj_mol": 46.7,
  "largest_force_ev_per_a": 0.879,
  "s2": 6.05,
  "gap_ev": [7.72, 6.00],
  "spin_multiplicity": 5,
  "lumo_ev": [-2.5, -4.2],
  "homo_energy_ha": [-0.3752, -0.3761],
  "total_charge": 1
}



Entry 2:
{
  "formula": "C25H37Cl2N3OS2",
  "method": "ωB97M-V/def2-TZVPD",
  "elements": ["C", "C", "O", "C", "C", "C", "S", "C", "C", "Cl", "C", "C", "Cl", "C", "N", "C", "C", "C", "C", "N", "C", "C", "S", "C", "C", "C", "C", "C", "C", "C", "C", "N", "C", "H", "H", "H", "H", "H", "H", "H", "H", "H", "H", "H", "H", "H", "H", "H", "H", "H", "H", "H", "H", "H", "H", "H", "H", "H", "H", "H", "H", "H", "H", "H", "H", "H", "H", "H", "H", "H"],
  "coordinates": [[1.40727, 1.18680, 3.51711], [0.68498, 2.52698, 3.33107], [-0.56617, 2.32802, 2.66605], [-0.63416, 2.94414, 1.39966], [0.11675, 2.15941, 0.34723], [1.21612, 2.62986, -0.31432], [1.87809, 4.24034, 0.06569], [1.90068, 1.85413, -1.30321], [3.08703, 2.32897, -2.10952], [2.59892, 3.69222, -3.17547], [4.43398, 2.59681, -1.36488], [4.99298, 4.01313, -1.40772], [4.38084, 2.00389, 0.33604], [1.43906, 0.59298, -1.57250], [2.06356, -0.20640, -2.55609], [2.94150, -1.05053, -2.19072], [3.80473, -1.66876, -3.25715], [3.14575, -1.51039, -0.76913], [0.29740, 0.08474, -0.90922], [-0.12065, -1.17305, -1.21117], [-1.18157, -1.61377, -0.60457], [-1.69134, -2.99270, -0.96478], [-0.47167, -4.08931, -1.73270], [-0.10128, -5.22523, -0.35982], [1.27223, -4.95958, 0.27559], [-1.88501, -0.80202, 0.35335], [-3.14786, -1.27678, 1.02511], [-4.39733, -0.93040, 0.19684], [-5.62417, -0.48569, 1.00698], [-6.74333, -0.08209, 0.02815], [-5.31633, 0.67069, 1.95260], [-1.47458, 0.39259, 0.67915], [-0.36374, 0.86049, 0.04477], [2.33851, 1.14967, 2.95380], [0.73662, 0.39816, 3.17727], [1.62434, 0.98488, 4.56553], [0.44844, 2.96543, 4.30223], [1.30336, 3.23132, 2.77388], [-1.68818, 2.95683, 1.11741], [-0.30084, 3.98108, 1.43509], [0.81889, 5.00737, -0.22184], [3.29038, 1.52195, -2.80253], [5.17151, 1.95553, -1.84173], [5.54585, 4.16185, -2.33372], [5.69916, 4.13295, -0.58697], [4.23148, 4.77646, -1.29831], [4.03449, -2.70231, -2.99164], [4.74840, -1.12794, -3.32890], [3.26977, -1.69025, -4.20285], [2.21158, -1.96283, -0.43241], [3.90561, -2.28949, -0.73796], [3.44708, -0.69525, -0.11195], [-2.07219, -3.51826, -0.09380], [-2.53571, -2.85934, -1.64435], [-0.15062, -6.24711, -0.72937], [-0.89012, -5.10453, 0.37985], [1.66616, -5.88799, 0.69101], [1.18235, -4.25473, 1.10167], [1.95487, -4.57129, -0.47590], [-3.17732, -0.75285, 1.97785], [-3.10597, -2.33964, 1.25934], [-4.16507, -0.15058, -0.53271], [-4.69890, -1.80906, -0.38221], [-5.96270, -1.34703, 1.59028], [-7.34822, 0.70900, 0.47366], [-6.34168, 0.29998, -0.90954], [-7.43177, -0.90367, -0.16950], [-6.22869, 1.07130, 2.39411], [-4.66647, 0.38377, 2.77932], [-4.80711, 1.48708, 1.43342]],
  "atomic_forces_ev_per_a": [[-0.1, 0.1, 0.1], [-0.1, -0.3, 0.1], [0.2, 0.4, 0.1], [-0.4, -0.2, -0.2], [-0.1, 0.3, 0.3], [0.1, 0.2, -0.4], [0.4, 0.2, 0.2], [-0.1, 0.2, 0.2], [0.0, -0.1, 0.3], [0.0, 0.0, -0.1], [0.1, 0.3, -0.3], [0.2, 0.0, 0.3], [-0.1, 0.0, 0.1], [0.1, -0.7, -0.3], [0.5, 0.5, 0.2], [-0.2, -0.2, -0.2], [-0.5, -0.7, 0.3], [0.3, -0.1, -0.2], [-0.2, -0.2, 0.1], [-0.1, 0.1, 0.1], [0.1, 0.0, 0.1], [0.1, 0.1, 0.0], [-0.2, -0.1, -0.1], [0.3, 0.3, 0.2], [-0.5, -0.3, 0.1], [-0.1, -0.3, 0.2], [0.1, 0.3, 0.1], [-0.2, -0.4, 0.1], [0.1, 0.1, -0.3], [-0.2, 0.0, 0.5], [0.2, 0.1, 0.2], [0.1, -0.2, -0.4], [0.0, 0.1, -0.1], [0.0, -0.1, -0.1], [0.1, -0.1, -0.1], [0.1, 0.1, 0.0], [0.1, 0.1, 0.0], [0.0, 0.0, 0.0], [0.0, -0.1, 0.1], [0.1, 0.0, 0.1], [-0.1, -0.2, -0.1], [0.0, 0.1, -0.1], [0.0, -0.1, 0.1], [-0.2, 0.1, -0.1], [0.1, 0.0, 0.0], [-0.1, 0.0, -0.1], [0.1, 0.0, 0.0], [0.0, 0.1, -0.1], [0.2, 0.3, -0.1], [0.0, 0.2, 0.1], [0.1, 0.1, 0.1], [-0.2, 0.0, 0.1], [-0.1, 0.1, 0.1], [0.0, -0.1, -0.1], [-0.1, 0.0, -0.2], [-0.1, -0.2, 0.0], [0.1, 0.0, 0.0], [0.1, 0.2, -0.1], [0.2, 0.0, 0.1], [0.0, 0.0, 0.0], [0.0, -0.1, -0.1], [0.1, 0.1, 0.1], [0.1, 0.0, -0.1], [0.0, 0.1, 0.1], [0.0, 0.0, -0.1], [0.0, 0.0, -0.1], [0.1, -0.1, -0.2], [-0.1, 0.0, 0.0], [0.0, 0.0, 0.0], [-0.1, 0.0, -0.1]],
  "largest_force_ev_per_a": 0.870,
  "gap_ev": 8.27,
  "spin_multiplicity": 1,
  "lumo_ev": -0.1,
  "homo_energy_ha": -0.3063,
  "smiles": "CCOCc1c(S)c([C@@H](Cl)[C@@H](C)Cl)c(N=C(C)C)c2nc(CSCC)c(CCC(C)C)nc12",
  "total_charge": 0
}



Entry 3:
{
  "formula": "C28H24N4O3Tc",
  "method": "ωB97M-V/def2-TZVPD",
  "elements": ["Tc", "C", "O", "C", "N", "C", "C", "C", "C", "C", "C", "C", "C", "C", "C", "C", "C", "N", "C", "N", "C", "C", "O", "C", "C", "C", "C", "C", "C", "H", "H", "H", "H", "H", "H", "H", "H", "H", "H", "H", "H", "H", "H", "H", "H", "H", "H", "H", "O", "N", "C", "C", "C", "C", "C", "H", "H", "H", "H", "H"],
  "coordinates": [[0.18467, 0.44158, 0.27184], [0.46777, 4.12070, -1.95158], [0.61773, 4.34582, -0.47888], [0.89241, 3.18671, 0.03109], [1.03413, 2.15302, -0.75812], [0.40781, 2.63329, -2.01741], [-0.95798, 1.98331, -2.00563], [-1.55878, 1.73522, -0.73193], [-2.65711, 0.87218, -0.57736], [-3.12610, 0.20252, -1.67897], [-2.57079, 0.46213, -2.87029], [-1.55042, 1.41059, -3.08459], [0.82121, 2.96458, 1.48211], [0.97871, 3.87696, 2.51160], [0.69825, 3.45714, 3.81268], [0.21376, 2.17828, 4.03348], [-0.02693, 1.33585, 2.94407], [0.36142, 1.72978, 1.74284], [-0.79835, 0.08014, 2.88150], [-1.01832, -0.47954, 1.71244], [-1.86283, -1.65474, 1.94863], [-1.74676, -1.83558, 3.44167], [-1.25010, -0.52584, 3.92384], [-1.45353, -2.85427, 1.10481], [-2.42033, -3.68061, 0.53974], [-1.99150, -4.77990, -0.21842], [-0.63626, -5.05384, -0.38143], [0.31535, -4.26896, 0.25766], [-0.08485, -3.15062, 0.97061], [1.34226, 4.56434, -2.46522], [-0.52258, 4.53378, -2.20723], [1.02039, 2.25849, -2.79212], [-1.35736, 2.44038, 0.06734], [-3.16414, 0.78555, 0.38475], [-3.88325, -0.59124, -1.55989], [-2.97080, -0.07041, -3.71840], [-1.11277, 1.50288, -4.06386], [1.22185, 4.91816, 2.27809], [0.74938, 4.10949, 4.65566], [-0.11086, 1.78751, 4.96865], [-2.89083, -1.48401, 1.59971], [-1.01392, -2.55994, 3.82149], [-2.60483, -2.00985, 4.03089], [-3.47282, -3.61492, 0.70390], [-2.82359, -5.42998, -0.55701], [-0.37514, -5.94146, -0.94978], [1.36737, -4.48000, 0.19306], [0.61512, -2.49853, 1.51755], [1.77917, -0.74262, 0.27975], [2.49836, -0.64949, -0.85537], [3.71741, 0.03006, -0.83245], [4.45918, -0.02567, -1.97979], [3.93787, -0.76772, -3.04816], [2.76626, -1.50679, -3.02235], [2.01906, -1.41403, -1.91064], [4.01211, 0.48420, 0.08457], [5.42045, 0.45693, -2.03182], [4.51488, -0.81130, -3.94190], [2.50161, -2.23029, -3.80942], [1.07787, -1.92943, -1.69600]],
  "atomic_forces_ev_per_a": [[-0.3, -0.4, -1.1], [-0.4, 1.0, 0.4], [0.0, 0.0, -0.2], [0.8, -0.3, 0.0], [-0.8, 0.7, 0.6], [0.1, -1.1, 0.1], [-0.2, -0.2, 0.6], [-0.2, 0.1, 0.4], [0.2, 0.9, 0.7], [-1.1, -1.6, 1.5], [0.1, 0.5, -2.4], [0.3, -1.0, -0.2], [0.1, 0.4, 0.9], [-0.2, 0.5, -0.3], [-0.2, -0.5, -0.3], [-0.7, -1.0, -0.8], [0.3, 0.9, 0.9], [0.2, 0.2, -0.7], [0.2, -0.9, -0.6], [0.7, 0.8, 0.7], [-0.6, -1.2, -1.2], [0.9, -0.1, 1.2], [0.2, 0.5, 0.2], [0.5, 0.1, 0.3], [1.4, -0.7, -0.4], [-0.9, 0.1, 0.5], [-0.6, -0.5, -0.1], [0.0, 0.5, -0.2], [-0.7, 0.4, 0.5], [-0.7, 0.0, 0.3], [0.8, 0.4, -0.1], [0.3, -0.4, -1.3], [-0.1, 0.1, 0.2], [0.3, 0.0, -0.2], [0.3, 0.7, -0.2], [0.1, 0.0, -0.3], [-0.1, 0.1, -0.3], [0.1, -0.4, 0.2], [0.3, 0.5, 0.3], [0.0, 0.2, 0.9], [0.1, 0.6, 0.5], [0.1, 0.1, -0.6], [-1.4, -0.2, 0.1], [-0.5, 0.6, 0.2], [1.1, 0.2, -0.2], [0.2, 0.2, 0.1], [0.2, -0.3, -0.1], [-0.1, -0.6, -0.4], [-0.7, 0.9, 0.7], [1.1, -0.2, -1.0], [-2.0, -1.6, -0.7], [-0.8, -0.4, -0.4], [0.9, 0.2, -0.3], [0.5, -0.5, -1.0], [-0.2, 0.8, 2.5], [-0.1, 0.2, 0.5], [0.1, 0.1, -0.1], [0.5, -0.1, -0.5], [0.1, 0.8, 0.3], [0.4, 0.1, -0.1]],
  "e_above_lowest_kj_mol": 0.0,
  "largest_force_ev_per_a": 2.686,
  "s2": 2.02,
  "gap_ev": [6.42, 5.94],
  "spin_multiplicity": 3,
  "lumo_ev": [-10.3, -10.8],
  "homo_energy_ha": [-0.6162, -0.6160],
  "total_charge": 3
}